# 1
A structure of composition C8H15Cl3FO3PS at a distorted geometry, computed with the ωB97M-V functional and the def2-TZVPD basis.

Each line ends with the Löwdin charge.
CARTESIAN COORDINATES (ANGSTROEM)
C1 -0.452 -0.637 -2.134  -0.182
C2 -1.526 -1.426 -1.179  -0.548
S1 -1.596 -0.834 0.598  0.666
C3 -1.218 1.010 0.737  -0.439
C4 0.053 1.335 1.724  -0.417
O1 0.505 2.734 1.720  -0.095
C5 0.884 3.206 0.381  -0.236
O2 -0.080 3.809 -0.368  -0.014
C6 2.377 3.139 -0.300  -0.059
C7 2.464 2.031 -1.550  -0.115
F1 3.130 2.627 -2.767  -0.147
P1 1.508 0.061 1.489  0.774
O3 2.713 0.385 2.462  -0.512
H1 -0.935 0.243 -2.779  0.100
H2 0.161 -1.363 -2.852  0.099
H3 0.341 -0.123 -1.441  0.009
H4 -1.160 -2.562 -1.135  0.049
H5 -2.564 -1.411 -1.743  0.098
H6 -1.115 1.410 -0.357  0.082
H7 -2.161 1.575 1.202  0.115
H8 -0.335 1.122 2.833  0.163
H9 3.263 3.032 0.462  0.133
H10 2.540 4.194 -0.834  0.147
H11 3.134 1.123 -1.237  0.116
H12 1.379 1.739 -1.899  0.113
H13 0.946 -1.214 1.956  0.017
H14 1.874 -0.131 0.109  -0.007
C8 -2.834 -5.010 1.496  -1.500
Cl1 -1.765 -6.354 1.062  0.521
Cl2 -2.166 -3.473 0.921  0.523
Cl3 -4.458 -5.269 0.836  0.524
H15 -2.908 -4.967 2.586  0.022

Summary:
gap between HOMO and LUMO = 8.90 eV
charge = 0
calculated total energy = -2759.309699 a.u.
energy relative to the best compared isomer or geometry (same formula, charge and spin) = 105.2 kcal per mole
E_LUMO = -0.412 eV
highest occupied orbital energy = -9.31 eV
F_max = 8.96 eV Å⁻¹

=====

# 2
A structure of composition CH5NO2S at a distorted geometry, computed with the ωB97M-V functional and the def2-TZVPD basis.

Each line ends with the Löwdin charge.
CARTESIAN COORDINATES (ANGSTROEM)
C1 -0.867 -1.888 0.312  -0.057
N1 -0.168 -1.600 -0.715  -0.051
O1 0.853 0.274 0.987  -0.486
O2 2.250 -0.176 -0.917  -0.454
S1 1.028 0.362 -0.444  0.769
H1 -0.591 4.869 0.275  0.013
H2 -0.874 -1.050 1.162  0.107
H3 -1.388 -2.813 0.569  0.075
H4 -0.075 -2.145 -1.559  0.082
H5 -0.167 4.167 0.330  0.002

Summary:
gap between HOMO and LUMO = 10.54 eV
charge = 0
calculated total energy = -644.435797 a.u.
energy relative to the best compared isomer or geometry (same formula, charge and spin) = 68.1 kcal per mole
E_LUMO = 0.417 eV
highest occupied orbital energy = -10.12 eV
F_max = 2.62 eV Å⁻¹

=====

# 3
A structure of composition C4H9N at a distorted geometry, computed with the ωB97M-V functional and the def2-TZVPD basis.

Each line ends with the Löwdin charge.
CARTESIAN COORDINATES (ANGSTROEM)
C1 -0.452 1.895 0.041  -0.324
C2 -0.702 0.558 0.569  -0.267
C3 0.168 -0.556 0.054  -0.594
C4 -0.133 -1.974 -0.263  -0.155
N1 1.596 -0.618 -0.027  -0.074
H1 -1.440 2.642 0.058  0.071
H2 -0.103 1.846 -1.041  0.036
H3 0.335 2.714 0.446  0.043
H4 -1.482 0.359 1.242  -0.007
H5 -0.114 -2.393 0.732  0.045
H6 -1.190 -2.064 -0.641  0.064
H7 0.601 -2.375 -1.000  0.066
H8 0.894 -0.118 -0.824  0.061
H9 2.021 0.085 0.653  0.035

Summary:
gap between HOMO and LUMO (alpha / beta) = 4.92 / 5.99 eV
charge = -1
calculated total energy = -212.346293 a.u.
energy relative to the best compared isomer or geometry (same formula, charge and spin) = 91.1 kcal per mole
multiplicity = 2
E_LUMO (alpha / beta) = 4.842 / 4.622 eV
highest occupied orbital energy (alpha / beta) = -0.07 / -1.36 eV
F_max = 4.71 eV Å⁻¹